No. 1
Formula: C9H9GaN11O3
Source: OMol25
Level of theory: ωB97M-V/def2-TZVPD

```
33
C9H9GaN11O3 | OMol25 | ωB97M-V/def2-TZVPD
Ga -0.4478 -0.3466 -0.0472
O 0.9432 -0.3663 1.6745
N 1.9400 -1.0844 1.3920
N 1.6094 -2.0235 0.5667
O 0.3570 -2.0417 0.1513
C 2.5028 -3.1095 0.1980
C 3.8345 -3.1373 0.6355
C 4.6487 -4.1954 0.2555
C 4.1558 -5.2214 -0.5435
C 2.8319 -5.1810 -0.9607
C 1.9968 -4.1260 -0.5949
H 4.2133 -2.3402 1.2571
H 5.6806 -4.2158 0.5919
H 4.7987 -6.0479 -0.8330
H 2.4283 -5.9848 -1.5796
H 0.9601 -4.0931 -0.8914
N -3.6879 0.4519 0.6524
C -2.7525 1.4485 0.7142
N -3.0365 2.7002 0.9997
N -1.8381 3.3595 0.8934
N -0.8931 2.5392 0.5591
N -1.4506 1.2798 0.4413
C -3.4157 -0.8429 0.3091
N -4.3375 -1.7807 0.2638
N -3.6475 -2.9093 -0.0793
N -2.3819 -2.6555 -0.2212
N -2.1931 -1.3124 0.0204
H -4.6386 0.6848 0.8597
C 1.3163 1.6614 -1.3492
O 0.9669 0.3671 -0.9229
H 2.2822 1.6071 -1.8651
H 1.4074 2.3588 -0.5094
H 0.5838 2.0909 -2.0454
```

Output
E_LUMO = 2.764 eV
Net charge = -1
HOMO energy = -5.676 eV
HOMO-LUMO gap = 8.440 eV
Energy above the lowest of the compared OMol25 structures with the same formula, charge and spin = 0.722 eV
Max |F| = 0.039 Eh/bohr


No. 2
Formula: C9H9IS
Source: OMol25
Level of theory: ωB97M-V/def2-TZVPD

```
20
C9H9IS | OMol25 | ωB97M-V/def2-TZVPD
C 2.1411 -2.4805 0.2219
C 1.5749 -2.4480 -1.0408
C 2.2766 -1.3053 0.9521
C 1.1325 -1.2507 -1.5760
C 1.8439 -0.1073 0.4282
C 1.2679 -0.0699 -0.8443
C -2.0323 1.7830 0.7814
C -2.7654 2.0393 -0.5259
C -1.8973 0.8751 -0.3580
S 0.6759 1.4305 -1.4869
I -2.1998 -1.1488 -0.5625
H 2.4856 -3.4098 0.6453
H 1.4710 -3.3589 -1.6114
H 2.7218 -1.3303 1.9361
H 0.7014 -1.2174 -2.5644
H 1.9428 0.8114 0.9868
H -1.1969 2.4258 1.0182
H -2.5890 1.4613 1.6528
H -3.8375 1.8951 -0.5712
H -2.4193 2.8504 -1.1483
```

Output
E_LUMO (alpha / beta) = -0.675 / -1.537 eV
HOMO energy (alpha / beta) = -8.341 / -8.119 eV
HOMO-LUMO gap (alpha / beta) = 7.666 / 6.582 eV
Energy above the lowest of the compared OMol25 structures with the same formula, charge and spin = 1.525 eV
Max |F| = 0.025 Eh/bohr


No. 3
Formula: C9H9N
Source: OMol25
Level of theory: ωB97M-V/def2-TZVPD

```
19
C9H9N | OMol25 | ωB97M-V/def2-TZVPD
C -3.1709 0.2610 0.2486
C -2.5583 -0.9147 0.5254
C -2.5859 1.3054 -0.4491
C -1.2352 -1.1571 0.1464
C -1.3136 1.1295 -0.8224
C -0.6615 -0.0684 -0.5383
C 3.0944 -0.0025 -0.3253
C 1.6507 -0.1333 -0.0097
C 4.1580 -0.3122 0.4652
N 0.7332 0.0055 -0.8843
H -4.1921 0.2817 0.5887
H -3.2120 -1.5942 1.0951
H -3.0935 2.2298 -0.5341
H -0.6660 -2.0225 0.2758
H -0.7675 1.8581 -1.2938
H 3.2868 0.5138 -1.2289
H 1.4230 -0.2795 1.1912
H 5.1864 -0.2454 0.1888
H 3.9241 -0.8550 1.3607
```

Output
E_LUMO = 0.396 eV
HOMO energy = -8.607 eV
HOMO-LUMO gap = 9.003 eV
Energy above the lowest of the compared OMol25 structures with the same formula, charge and spin = 1.352 eV
Max |F| = 0.059 Eh/bohr
SMILES string = C=C/C=N/c1ccccc1


No. 4
Formula: C9H9N2
Source: OMol25
Level of theory: ωB97M-V/def2-TZVPD

```
20
C9H9N2 | OMol25 | ωB97M-V/def2-TZVPD
N -1.8719 -0.4895 -3.4009
C -1.1918 -0.5324 -2.0197
C -1.4757 -1.8666 -1.1073
C -0.7851 -1.9280 0.3834
C 0.1379 -0.6473 0.8686
C 0.8645 -0.6191 2.3552
N 1.7324 0.5512 2.7616
C 2.0275 1.7885 1.9444
C 1.3630 1.9415 0.4532
C 0.4134 0.6995 -0.0779
C -0.2617 0.7532 -1.5743
H -1.9490 0.5513 -3.6050
H -2.8730 -0.7623 -3.1845
H -2.1590 -2.7471 -1.4681
H -0.9736 -2.8496 1.0955
H 0.6642 -1.5585 3.0447
H 2.1905 0.4868 3.7197
H 2.7276 2.6728 2.3226
H 1.4982 2.8497 -0.2809
H -0.0786 1.7059 -2.2305
```

Output
E_LUMO = -5.160 eV
Net charge = +1
HOMO energy = -11.981 eV
HOMO-LUMO gap = 6.821 eV
Energy above the lowest of the compared OMol25 structures with the same formula, charge and spin = 12.414 eV
Max |F| = 0.103 Eh/bohr
SMILES string = Nc1ccc2c[nH+]ccc2c1